(1)
{
  "formula": "C19H24MnN7OSSe",
  "method": "the ωB97M-V functional and the def2-TZVPD basis",
  "elements": ["Mn", "C", "C", "N", "N", "C", "N", "S", "C", "C", "C", "C", "C", "N", "H", "H", "H", "H", "H", "H", "H", "H", "H", "H", "C", "C", "N", "C", "C", "C", "O", "C", "C", "C", "C", "N", "C", "H", "H", "H", "H", "H", "H", "H", "H", "H", "H", "H", "H", "H", "H", "Se", "C", "N"],
  "coordinates": [[1.383, 0.758, -0.722], [3.686, 4.223, 0.219], [3.100, 2.865, 0.038], [1.855, 2.605, -0.218], [0.940, 3.623, -0.296], [-0.216, 3.403, -0.959], [-1.100, 4.378, -1.040], [-0.493, 1.893, -1.683], [3.957, 1.675, 0.113], [5.288, 1.734, 0.494], [6.036, 0.564, 0.528], [5.418, -0.630, 0.195], [4.082, -0.616, -0.171], [3.363, 0.504, -0.223], [3.016, 5.032, -0.054], [4.573, 4.312, -0.408], [3.993, 4.367, 1.258], [1.173, 4.526, 0.088], [-0.953, 5.297, -0.651], [-1.961, 4.214, -1.539], [5.736, 2.678, 0.764], [7.081, 0.590, 0.805], [5.962, -1.564, 0.210], [3.571, -1.531, -0.442], [-2.917, -2.519, -2.112], [-2.707, -3.062, -0.701], [-3.598, -2.445, 0.273], [-5.027, -2.754, 0.160], [-5.856, -1.603, -0.404], [-3.234, -1.684, 1.333], [-4.032, -1.253, 2.145], [-1.775, -1.348, 1.548], [-1.205, -1.651, 2.780], [0.090, -1.237, 3.043], [0.767, -0.516, 2.080], [0.222, -0.196, 0.899], [-1.028, -0.612, 0.645], [-2.239, -3.022, -2.801], [-2.730, -1.444, -2.154], [-3.934, -2.704, -2.455], [-1.673, -2.921, -0.397], [-2.895, -4.139, -0.703], [-5.397, -2.985, 1.160], [-5.124, -3.641, -0.464], [-5.778, -0.731, 0.244], [-6.901, -1.907, -0.448], [-5.530, -1.331, -1.408], [-1.783, -2.185, 3.523], [0.565, -1.458, 3.988], [1.781, -0.176, 2.257], [-1.462, -0.314, -0.301], [1.331, -2.836, -3.703], [1.298, -1.556, -2.570], [1.281, -0.672, -1.763]],
  "orbital_gap_ev": [5.9181, 5.5852],
  "total_charge": 2,
  "e_above_lowest_kj_mol": 13.8,
  "spin_multiplicity": 5,
  "lumo_ev": [-7.585, -7.917],
  "s2": 6.07,
  "largest_force_ha_per_bohr": 0.0211
}

***

(2)
{
  "formula": "C19H24N2O2",
  "method": "the ωB97M-V functional and the def2-TZVPD basis",
  "elements": ["C", "O", "C", "C", "C", "C", "C", "C", "C", "C", "N", "C", "C", "O", "N", "C", "C", "C", "C", "C", "C", "C", "C", "H", "H", "H", "H", "H", "H", "H", "H", "H", "H", "H", "H", "H", "H", "H", "H", "H", "H", "H", "H", "H", "H", "H", "H"],
  "coordinates": [[4.881, 2.074, 0.240], [3.920, 1.196, -0.292], [2.596, 1.487, -0.116], [2.127, 2.607, 0.563], [0.766, 2.825, 0.700], [-0.144, 1.935, 0.162], [0.321, 0.820, -0.515], [1.679, 0.578, -0.660], [2.137, -0.672, -1.382], [1.823, -0.560, -2.873], [1.423, -1.808, -0.809], [1.949, -2.301, 0.457], [0.770, -2.619, 1.380], [0.514, -3.731, 1.792], [0.060, -1.515, 1.686], [-1.241, -1.554, 2.319], [-2.282, -0.978, 1.397], [-2.417, -1.488, 0.109], [-3.328, -0.939, -0.770], [-4.132, 0.131, -0.390], [-5.116, 0.716, -1.357], [-3.997, 0.633, 0.896], [-3.080, 0.088, 1.779], [5.847, 1.643, -0.022], [4.803, 2.148, 1.330], [4.801, 3.073, -0.200], [2.816, 3.318, 0.991], [0.424, 3.700, 1.233], [-1.205, 2.098, 0.268], [-0.378, 0.114, -0.937], [3.227, -0.770, -1.259], [0.750, -0.488, -3.025], [2.297, 0.328, -3.285], [2.197, -1.432, -3.406], [1.353, -2.563, -1.480], [2.555, -1.521, 0.926], [2.564, -3.202, 0.348], [0.297, -0.659, 1.203], [-1.447, -2.606, 2.543], [-1.212, -0.992, 3.259], [-1.794, -2.316, -0.197], [-3.422, -1.343, -1.768], [-5.629, 1.571, -0.924], [-4.611, 1.036, -2.267], [-5.861, -0.029, -1.635], [-4.612, 1.464, 1.212], [-2.986, 0.499, 2.774]],
  "orbital_gap_ev": 9.3132,
  "total_charge": 0,
  "e_above_lowest_kj_mol": 57.2,
  "lumo_ev": 0.724,
  "smiles": "COc1ccccc1[C@H](C)NCC(=O)NCc1ccc(C)cc1",
  "largest_force_ha_per_bohr": 0.0112
}

***

(3)
{
  "formula": "C19H24N2O3S",
  "method": "the ωB97M-V functional and the def2-TZVPD basis",
  "elements": ["C", "C", "O", "C", "C", "C", "N", "C", "O", "C", "N", "C", "O", "C", "C", "C", "C", "C", "S", "C", "C", "C", "C", "C", "C", "H", "H", "H", "H", "H", "H", "H", "H", "H", "H", "H", "H", "H", "H", "H", "H", "H", "H", "H", "H", "H", "H", "H", "H"],
  "coordinates": [[-2.711, -2.764, 0.956], [-3.497, -1.701, 1.715], [-3.724, -0.496, 1.008], [-4.656, -0.553, -0.056], [-4.012, -0.608, -1.448], [-3.191, 0.648, -1.748], [-2.057, 0.739, -0.858], [-0.792, 0.594, -1.277], [-0.447, 0.552, -2.441], [0.236, 0.536, -0.127], [1.350, -0.290, -0.537], [1.397, -1.604, -0.259], [0.591, -2.171, 0.449], [2.606, -2.313, -0.880], [3.871, -1.743, -0.340], [4.571, -2.143, 0.754], [5.707, -1.341, 1.012], [5.855, -0.338, 0.114], [4.611, -0.351, -1.073], [0.684, 1.938, 0.195], [1.330, 2.698, -0.774], [1.744, 3.986, -0.487], [1.513, 4.528, 0.766], [0.861, 3.779, 1.730], [0.448, 2.489, 1.447], [-2.544, -3.612, 1.615], [-1.742, -2.386, 0.640], [-3.264, -3.114, 0.087], [-4.463, -2.115, 2.043], [-2.936, -1.391, 2.601], [-5.254, 0.364, 0.018], [-5.327, -1.410, 0.077], [-3.360, -1.479, -1.525], [-4.807, -0.704, -2.188], [-3.815, 1.540, -1.628], [-2.802, 0.618, -2.769], [-2.287, 0.618, 0.120], [-0.210, 0.055, 0.749], [1.959, 0.097, -1.242], [2.535, -3.372, -0.627], [2.559, -2.197, -1.964], [4.286, -2.985, 1.358], [6.382, -1.510, 1.833], [6.617, 0.414, 0.065], [1.488, 2.286, -1.760], [2.245, 4.569, -1.245], [1.837, 5.534, 0.989], [0.675, 4.199, 2.708], [-0.057, 1.906, 2.203]],
  "orbital_gap_ev": 9.4402,
  "total_charge": 0,
  "e_above_lowest_kj_mol": 20.6,
  "lumo_ev": 0.760,
  "smiles": "CCOCCCNC(=O)[C@@H](NC(=O)Cc1cccs1)c1ccccc1",
  "largest_force_ha_per_bohr": 0.0131
}

***

- Which formula does entry 2 have?
  C19H24N2O2